1.
{
  "formula": "C40H33CrN6O3PS",
  "method": "ωB97M-V/def2-TZVPD",
  "multiplicity": 4,
  "orbital_gap_ev": [5.963, 6.180],
  "total_charge": 1,
  "de_lowest_kcal_mol": 38.00,
  "elements": ["Cr", "C", "C", "N", "N", "C", "N", "S", "C", "C", "C", "C", "C", "N", "H", "H", "H", "H", "H", "H", "H", "H", "H", "O", "C", "C", "C", "C", "C", "C", "C", "P", "C", "C", "C", "C", "C", "C", "C", "C", "C", "C", "C", "C", "H", "H", "H", "H", "H", "H", "H", "H", "H", "H", "H", "H", "H", "H", "O", "C", "O", "C", "C", "C", "C", "C", "C", "N", "C", "C", "C", "C", "C", "C", "N", "H", "H", "H", "H", "H", "H", "H", "H", "H", "H"],
  "coordinates": [[-0.1094, 0.2059, 1.0129], [-0.5010, -1.6812, 4.4259], [0.3160, -1.0769, 3.3116], [-0.1021, 0.2988, 3.0143], [-1.1263, 0.8706, 3.7903], [-2.2750, 0.6060, 3.2100], [-3.3871, 0.9962, 3.8626], [-2.4783, -0.2552, 1.7060], [1.2619, -1.8487, 2.6590], [1.6127, -3.1285, 3.2762], [2.3497, -4.0655, 2.6592], [2.8865, -3.8187, 1.3595], [2.7243, -2.5886, 0.8548], [1.9711, -1.5963, 1.4601], [-1.5474, -1.4087, 4.3326], [-0.1680, -1.3628, 5.4165], [-0.4727, -2.7640, 4.3737], [-3.3073, 1.4103, 4.7755], [-4.2901, 0.8586, 3.4491], [1.3014, -3.2999, 4.2926], [2.5778, -4.9876, 3.1773], [3.4699, -4.5505, 0.8233], [3.1853, -2.2972, -0.0744], [2.8941, 0.5441, 1.7569], [2.0046, -0.2294, 0.9241], [2.5829, -0.1456, -0.4705], [3.9202, 0.1855, -0.6763], [4.4426, 0.2401, -1.9599], [3.6431, -0.0415, -3.0591], [2.3085, -0.3601, -2.8699], [1.7769, -0.4066, -1.5845], [0.0234, -0.7353, -1.2502], [-0.1116, -2.5416, -1.1197], [-0.9849, -3.1175, -0.2014], [-1.0592, -4.4998, -0.0841], [-0.2677, -5.3085, -0.8844], [0.6021, -4.7390, -1.8072], [0.6846, -3.3621, -1.9207], [-0.8114, -0.2653, -2.7902], [-0.6222, 1.0284, -3.2816], [-1.2168, 1.4187, -4.4673], [-2.0203, 0.5236, -5.1667], [-2.2168, -0.7592, -4.6801], [-1.6086, -1.1595, -3.4947], [4.5496, 0.4011, 0.1745], [5.4818, 0.5049, -2.1032], [4.0513, 0.0042, -4.0597], [1.6738, -0.5515, -3.7266], [-1.6044, -2.4978, 0.4374], [-1.7357, -4.9403, 0.6360], [-0.3242, -6.3848, -0.7897], [1.2201, -5.3687, -2.4332], [1.3743, -2.9245, -2.6316], [-0.0002, 1.7327, -2.7400], [-1.0616, 2.4210, -4.8450], [-2.4875, 0.8287, -6.0937], [-2.8366, -1.4583, -5.2254], [-1.7633, -2.1647, -3.1235], [-5.1437, 3.4288, -4.0246], [-4.0676, 4.1163, -3.5973], [-3.7465, 5.1344, -4.1372], [-3.2913, 3.5481, -2.4388], [-3.4805, 2.2770, -1.9187], [-2.6807, 1.8051, -0.8897], [-1.7020, 2.6190, -0.3500], [-1.4974, 3.8945, -0.8706], [-2.2860, 4.3526, -1.9091], [-0.8415, 2.1229, 0.7010], [-0.4982, 2.9560, 1.6167], [0.5205, 2.6296, 2.6007], [1.2556, 3.5977, 3.1667], [2.5371, 3.2859, 3.7839], [3.0563, 2.0721, 3.6138], [2.2922, 0.9600, 2.9697], [0.9316, 1.2923, 2.6504], [-5.3124, 2.6614, -3.4675], [-4.2203, 1.5941, -2.3205], [-2.8389, 0.8107, -0.5055], [-0.6876, 4.5203, -0.5184], [-2.1215, 5.3302, -2.3400], [-0.9188, 3.9583, 1.6461], [0.9522, 4.6291, 3.0417], [3.0940, 4.0673, 4.2800], [4.0440, 1.8204, 3.9774], [2.2591, 0.1282, 3.6826]],
  "atomic_forces_ev_per_a": [[-1.47, -1.43, 0.11], [-0.04, -0.06, 0.01], [-0.21, 0.59, 0.13], [0.70, 0.40, -1.11], [0.04, -0.23, -0.45], [-0.21, 0.09, 0.26], [0.05, -0.02, -0.09], [0.21, -0.03, 0.05], [0.30, -0.42, -0.39], [-0.15, 0.27, 0.04], [0.19, -0.07, -0.26], [-0.04, -0.18, 0.21], [-0.13, 0.28, 0.04], [0.12, -0.31, 0.26], [-0.01, 0.01, 0.02], [0.03, 0.00, 0.00], [-0.05, 0.06, 0.02], [0.00, 0.01, 0.01], [0.00, -0.01, 0.01], [0.02, 0.00, -0.06], [0.00, -0.01, -0.01], [0.00, -0.01, 0.01], [-0.01, 0.02, -0.01], [-0.05, 0.00, -0.13], [0.01, 0.47, 0.00], [-0.05, 0.01, 0.02], [0.03, -0.01, -0.04], [-0.02, 0.00, 0.00], [0.00, 0.01, 0.01], [0.03, -0.04, -0.02], [-0.04, 0.07, 0.06], [0.25, -0.19, -0.15], [0.09, -0.02, -0.10], [-0.01, 0.00, 0.06], [0.01, 0.00, 0.00], [0.01, 0.01, 0.00], [-0.01, 0.01, 0.03], [-0.04, -0.02, -0.02], [0.00, 0.05, 0.04], [0.04, 0.02, 0.03], [-0.04, -0.02, 0.00], [0.01, 0.01, 0.00], [0.00, 0.00, 0.04], [-0.11, 0.03, 0.02], [-0.01, 0.01, 0.00], [0.01, 0.00, 0.01], [0.01, 0.00, 0.00], [-0.01, 0.01, 0.01], [0.03, 0.00, -0.02], [-0.01, 0.00, 0.00], [-0.01, -0.01, 0.00], [0.00, -0.01, 0.00], [0.01, 0.01, -0.01], [0.02, -0.01, 0.01], [0.00, 0.00, 0.00], [0.00, 0.00, 0.00], [0.00, 0.00, 0.00], [0.02, -0.01, -0.01], [0.04, 0.02, 0.01], [0.00, -0.06, 0.02], [0.01, 0.01, -0.03], [-0.01, 0.12, -0.05], [0.04, -0.07, 0.02], [-0.22, -0.06, -0.10], [0.36, -0.22, 0.23], [0.09, 0.08, -0.15], [-0.03, -0.08, 0.02], [0.27, 0.78, 0.00], [-0.03, 0.03, 0.20], [-0.29, -0.23, -0.17], [0.33, 0.14, 0.11], [-0.32, 0.12, -0.25], [0.13, -0.14, -0.04], [-0.05, -0.09, -0.13], [0.18, 0.37, 1.57], [-0.04, 0.00, 0.01], [-0.01, 0.01, -0.01], [0.02, 0.04, 0.00], [0.02, -0.05, 0.08], [-0.02, 0.01, -0.01], [-0.03, 0.00, 0.03], [0.03, 0.00, -0.03], [-0.03, 0.01, 0.04], [-0.03, -0.03, 0.07], [0.08, 0.00, -0.05]]
}

2.
{
  "formula": "C40H33IN6O5Ru",
  "method": "ωB97M-V/def2-TZVPD",
  "multiplicity": 6,
  "orbital_gap_ev": [7.114, 6.615],
  "total_charge": -1,
  "elements": ["Ru", "C", "C", "C", "C", "C", "N", "C", "C", "C", "C", "C", "C", "C", "N", "C", "C", "C", "N", "C", "C", "N", "C", "C", "C", "N", "H", "H", "H", "H", "H", "H", "H", "H", "H", "H", "H", "H", "H", "H", "H", "H", "H", "H", "C", "C", "C", "O", "C", "O", "O", "H", "H", "H", "H", "H", "H", "H", "I", "C", "C", "C", "C", "C", "C", "C", "O", "O", "H", "H", "H", "H", "N", "C", "C", "C", "C", "C", "C", "C", "C", "C", "H", "H", "H", "H"],
  "coordinates": [[0.1383, 0.2715, -0.2573], [-6.3370, 2.2754, -0.0227], [-5.0741, 1.4358, -0.0247], [-4.5697, 0.7936, -1.1679], [-3.4939, -0.0370, -1.0826], [-2.8226, -0.2270, 0.1510], [-1.5954, -0.9437, 0.1443], [-1.7084, -2.2718, 0.4432], [-2.8243, -2.7786, 1.1078], [-2.9455, -4.0969, 1.5094], [-1.8789, -4.9728, 1.3596], [-1.9465, -6.4081, 1.8984], [-0.7745, -4.5519, 0.6860], [-0.7057, -3.2472, 0.1580], [0.5075, -2.9442, -0.5278], [1.0363, -3.5386, -1.5975], [2.2862, -3.0276, -1.7394], [2.4448, -2.1426, -0.6722], [1.3152, -2.0461, 0.0594], [-3.2974, 0.4144, 1.2844], [-4.4398, 1.2531, 1.1883], [-2.6346, 0.3007, 2.5193], [-3.1198, -0.3683, 3.5770], [-2.2015, -0.3021, 4.5825], [-1.1182, 0.4042, 3.9663], [-1.3973, 0.7625, 2.7234], [-7.1671, 1.7249, -0.5758], [-6.1853, 3.2282, -0.6188], [-6.6060, 2.5086, 1.0366], [-4.9339, 1.0134, -2.1681], [-2.9746, -0.4820, -1.9710], [-3.6167, -2.0954, 1.4015], [-3.8020, -4.4461, 2.0521], [-2.5916, -7.0108, 1.2963], [-2.3615, -6.3121, 2.9112], [-0.9631, -6.8777, 2.0065], [0.0846, -5.2358, 0.5532], [0.4640, -4.2991, -2.0913], [3.0564, -3.2612, -2.4535], [3.2843, -1.5514, -0.3938], [-4.7164, 1.6918, 2.1325], [-4.1149, -0.7917, 3.5497], [-2.2751, -0.7452, 5.5911], [-0.1687, 0.6312, 4.3797], [0.2093, 5.1002, -0.4852], [-0.6923, 4.1638, 0.3689], [-1.7077, 4.9691, 1.1180], [0.1084, 3.4935, 1.3355], [-1.3729, 3.1985, -0.6290], [-2.3074, 3.5839, -1.3046], [-0.9885, 1.9535, -0.6193], [0.7632, 5.7567, 0.2503], [-0.4179, 5.6841, -1.1337], [0.9890, 4.4546, -0.9185], [-1.1928, 5.6271, 1.7786], [-2.3441, 4.3251, 1.6847], [-2.2479, 5.6070, 0.4302], [-0.3985, 2.7140, 1.6355], [2.7356, -1.3699, -8.8189], [2.1687, -0.8612, -6.8652], [0.9672, -1.2325, -6.2736], [0.7300, -0.7915, -4.9828], [1.6811, -0.0685, -4.2544], [2.8835, 0.2511, -4.8673], [3.1466, -0.1585, -6.1674], [1.3314, 0.3246, -2.8457], [2.0798, 1.1320, -2.2739], [0.3255, -0.2539, -2.3632], [0.1421, -1.7346, -6.8064], [-0.1712, -1.0055, -4.4945], [3.6474, 0.7697, -4.3045], [4.0628, 0.0942, -6.6246], [9.4253, 0.9239, 3.2975], [8.3155, 0.9401, 2.9858], [6.9047, 1.0149, 2.6264], [6.5020, 1.6035, 1.4084], [5.1946, 1.5278, 1.0662], [4.2481, 0.8263, 1.9269], [4.7270, 0.2390, 3.1208], [6.0392, 0.3813, 3.4799], [2.8865, 0.7285, 1.4805], [1.7696, 0.5960, 0.9903], [7.2558, 2.0830, 0.8314], [4.8834, 2.0157, 0.1412], [4.0420, -0.2300, 3.7713], [6.4200, -0.0726, 4.4001]],
  "atomic_forces_ev_per_a": [[-0.42, 0.09, -0.01], [-0.37, 0.36, -1.16], [-0.68, 0.13, 0.49], [-0.22, 0.44, -0.18], [1.66, -0.57, 0.16], [0.30, 0.26, -0.54], [0.09, 0.09, -0.28], [1.09, -0.66, -0.15], [-1.05, -0.43, 0.60], [0.83, 0.29, 0.06], [-0.41, -1.66, 0.22], [0.21, 1.48, 0.88], [0.90, 0.85, -0.93], [-0.15, -0.59, 0.41], [-1.37, 0.85, 1.00], [-0.67, -0.44, 0.14], [1.45, 0.10, -0.06], [-0.95, 0.48, 0.41], [1.12, -0.74, -1.02], [-0.85, 0.86, -1.42], [1.44, -1.29, -0.02], [-0.20, -0.41, -0.14], [-0.87, 0.00, 0.44], [0.94, -0.05, 0.28], [-0.73, -0.42, 0.32], [0.16, 0.05, 0.37], [0.83, 0.64, 0.98], [-0.13, -0.89, 0.84], [-0.08, -0.08, -1.05], [-0.39, 0.03, 0.25], [-0.80, 0.46, 0.84], [0.08, -0.13, -0.31], [-0.49, 0.09, 0.15], [-0.40, -0.56, -0.34], [-0.06, -0.45, -0.17], [-0.15, 0.15, -0.25], [-0.51, 0.55, -0.02], [0.03, -0.06, -0.32], [-0.16, -0.12, -0.16], [0.40, 0.42, -0.02], [-0.52, 0.41, -0.06], [0.16, 0.01, -0.06], [0.15, 0.43, -0.88], [0.62, 0.25, 0.24], [1.05, -0.73, 2.40], [0.76, 0.03, -0.52], [-0.22, 0.52, -0.82], [-0.11, -0.37, -0.35], [-0.66, -0.66, 0.59], [0.09, 0.44, -0.27], [0.38, 0.13, 0.06], [-0.66, -0.40, -0.79], [0.10, 0.08, -0.60], [-0.42, 0.46, -0.51], [0.54, 0.41, 0.73], [-0.71, -0.34, 0.34], [-0.56, -0.11, -0.11], [0.37, 0.20, -0.05], [-0.35, -0.18, -0.11], [0.53, -0.16, -0.03], [-0.55, 0.36, -0.51], [1.36, 0.27, -0.17], [-0.65, -0.41, -0.77], [0.20, -0.17, 0.29], [-1.34, -0.11, 0.66], [2.14, 0.93, -0.59], [-0.62, -0.36, 0.17], [-1.10, -0.44, 0.95], [0.80, 0.14, 0.13], [-1.20, -0.36, 0.52], [-0.08, 0.16, 0.06], [0.86, 0.18, -0.46], [-0.25, -0.13, -0.12], [-0.22, 0.61, -0.13], [1.66, 0.01, -0.27], [0.57, -0.75, 1.63], [-1.66, -0.42, 0.37], [0.86, 0.53, -0.89], [-0.78, 1.20, -1.31], [0.23, -0.63, 0.49], [-0.23, -0.22, 0.00], [1.00, 0.37, 0.53], [0.26, 0.34, -0.59], [-0.35, -0.34, 0.32], [-0.71, -0.58, 0.51], [-0.16, 0.22, -0.34]]
}

| no. | E_tot (eV) |
| --- | --- |
| 1 | -105636.2107 |
| 2 | -71874.5658 |